Entry 1:
{
  "formula": "C20H28IN10OP",
  "method": "ωB97M-V with the def2-TZVPD basis set",
  "species": ["N", "C", "C", "C", "I", "C", "N", "P", "O", "H", "H", "H", "H", "C", "C", "N", "H", "H", "H", "C", "C", "N", "H", "H", "H", "C", "C", "N", "H", "H", "H", "C", "C", "N", "H", "H", "H", "C", "C", "N", "H", "H", "H", "C", "C", "N", "H", "H", "H", "C", "C", "N", "H", "H", "H", "C", "C", "N", "H", "H", "H"],
  "coordinates": [[-0.433, 3.525, 0.213], [-1.610, 2.996, -0.044], [-2.957, 2.049, 0.022], [-2.662, 0.458, 0.285], [-4.086, -0.692, -0.913], [-2.924, 0.161, 1.876], [-2.997, 0.064, 3.182], [-0.904, -0.130, -0.172], [-0.915, -1.508, -0.984], [-3.647, 2.411, 0.927], [-3.594, 2.272, -0.952], [-0.118, 0.810, -0.929], [-0.192, -0.392, 1.072], [-5.311, -0.756, 5.499], [-6.672, -1.402, 5.700], [-7.801, -1.939, 5.867], [-4.706, -0.873, 6.402], [-4.794, -1.229, 4.660], [-5.433, 0.310, 5.287], [-2.184, 1.751, 7.122], [-3.380, 1.238, 7.908], [-4.371, 0.813, 8.560], [-2.390, 2.756, 6.743], [-1.302, 1.787, 7.767], [-1.980, 1.087, 6.278], [1.645, -2.285, -4.024], [0.652, -1.137, -4.103], [-0.171, -0.184, -4.168], [1.121, -3.239, -4.123], [2.381, -2.197, -4.828], [2.165, -2.263, -3.062], [1.644, 2.932, -6.204], [2.375, 1.639, -6.526], [2.982, 0.566, -6.793], [1.860, 3.683, -6.969], [0.565, 2.753, -6.175], [1.968, 3.311, -5.231], [0.822, -5.659, -6.438], [2.189, -5.522, -5.787], [3.323, -5.409, -5.247], [0.936, -5.855, -7.507], [0.273, -6.487, -5.981], [0.251, -4.736, -6.303], [3.719, 3.138, -0.173], [2.802, 1.977, 0.178], [2.041, 1.015, 0.470], [4.669, 3.037, 0.360], [3.913, 3.147, -1.249], [3.250, 4.083, 0.112], [6.816, -3.872, -7.439], [5.620, -4.385, -6.653], [4.629, -4.810, -6.001], [6.610, -2.867, -7.817], [7.698, -3.835, -6.794], [7.020, -4.536, -8.283], [-1.656, 4.190, 10.342], [-0.925, 2.896, 10.020], [-0.318, 1.824, 9.753], [-1.440, 4.940, 9.577], [-2.735, 4.011, 10.371], [-1.332, 4.569, 11.315]],
  "multiplicity": 1,
  "molar_mass_g_mol": 582.4,
  "orbital_gap_ev": 5.6478,
  "lumo_energy_ev": -1.0,
  "homo_ev": -6.7,
  "total_charge": 0
}



Entry 2:
{
  "formula": "C4H11N2",
  "method": "ωB97M-V with the def2-TZVPD basis set",
  "species": ["C", "N", "C", "C", "C", "N", "H", "H", "H", "H", "H", "H", "H", "H", "H", "H", "H"],
  "coordinates": [[1.480, 1.049, 1.704], [0.488, 0.526, 1.046], [0.182, -0.874, 0.931], [0.005, -1.272, -0.513], [-1.021, -0.290, -1.224], [-0.786, 1.206, -1.034], [2.335, 0.438, 2.175], [1.662, 2.199, 1.723], [-0.072, 1.139, 0.295], [-0.853, -0.998, 1.463], [0.845, -1.646, 1.345], [-0.272, -2.369, -0.723], [0.947, -1.160, -1.154], [-1.936, -0.589, -0.751], [-1.035, -0.482, -2.343], [-1.796, 1.516, -1.181], [-0.174, 1.607, -1.759]],
  "multiplicity": 1,
  "molar_mass_g_mol": 87.1,
  "orbital_gap_ev": 10.1562,
  "lumo_energy_ev": -4.4,
  "homo_ev": -14.6,
  "total_charge": 1,
  "de_lowest_ev": 2.301
}